# 1
The following is a quantum chemistry calculation of a cluster of 2 separate species, C3H10N2O in total, from the OMol25 dataset.

Kohn-Sham gap   0.2803 Ha
LUMO energy   -0.1041 eV

Last column: Mulliken charge in e.
Element x y z (Å)
1 C -1.368 -0.252 0.461  -0.346
2 C -1.620 0.025 -0.984  -0.885
3 H -2.701 -0.041 -1.172  0.355
4 H -1.296 1.024 -1.279  0.271
5 H -1.787 -1.181 0.822  0.316
6 H -1.572 0.558 1.153  0.411
7 H 0.264 1.024 0.528  -0.025
8 H -1.141 -0.717 -1.626  0.293
9 C 1.298 0.488 0.617  0.447
10 N 1.916 0.485 -0.684  -0.516
11 N 0.483 -1.039 0.795  -0.601
12 O 1.991 0.846 1.601  -0.719
13 H 2.657 1.171 -0.738  0.214
14 H 1.288 0.469 -1.479  0.207
15 H 1.042 -1.641 0.190  0.294
16 H 0.545 -1.219 1.795  0.284

Atomic forces in eV per Å
1.405 -2.620 0.284
0.302 0.054 -0.186
0.141 -0.019 0.175
0.070 -0.107 0.036
-0.370 -0.007 -0.128
0.805 -0.040 0.112
1.194 -0.012 0.017
-0.071 0.067 0.056
-1.578 2.833 0.405
0.257 -1.163 -0.026
-1.491 2.717 -0.422
0.045 -1.027 -0.324
-0.216 -0.144 0.024
0.126 0.308 0.165
-0.725 -0.537 0.078
0.105 -0.303 -0.265

***

# 2
The following is a quantum chemistry calculation of a cluster of 2 separate species, C3H10N2O in total, from the OMol25 dataset.

Charge   +1
Kohn-Sham gap (alpha / beta)   0.3526 / 0.1756 Ha
2S+1   2
LUMO energy (alpha / beta)   -3.7132 / -8.5223 eV

Last column: Mulliken spin population.
Element x y z (Å)
1 C 1.161 1.403 -0.640  0.012
2 N 0.389 0.971 0.558  0.784
3 C 1.086 0.585 1.725  0.031
4 H 0.608 2.022 -1.385  0.001
5 H 1.386 0.440 -1.087  0.041
6 H 2.158 1.794 -0.475  0.030
7 H -0.427 1.488 0.786  -0.018
8 H 1.870 1.407 1.859  0.077
9 H 0.704 0.149 2.722  0.005
10 H 1.669 -0.208 1.408  0.028
11 C -1.318 -2.012 -1.298  -0.001
12 N -2.356 -1.495 -0.591  0.008
13 O -1.367 -2.302 -2.522  0.002
14 H -0.536 -2.080 -0.624  0.001
15 H -2.312 -1.607 0.405  -0.001
16 H -2.715 -0.556 -0.842  -0.001

Atomic forces in eV per Å
-1.111 -1.163 -0.530
0.933 2.237 0.219
1.444 0.104 1.620
0.064 -0.524 1.058
0.030 -0.348 -0.674
0.025 0.378 0.874
-1.605 0.334 -0.453
-0.910 -0.748 0.362
-0.713 1.546 -1.812
1.873 -1.818 -0.708
-1.942 -0.770 -5.203
-1.585 2.083 0.236
0.745 1.359 4.239
2.780 -1.329 0.783
0.218 0.043 0.289
-0.245 -1.385 -0.300

***

# 3
The following is a quantum chemistry calculation of a cluster of 2 separate species, C3H10N2O2 in total, from the OMol25 dataset.

Charge   -1
Kohn-Sham gap (alpha / beta)   0.1060 / 0.2257 Ha
2S+1   2
LUMO energy (alpha / beta)   3.0651 / 3.0506 eV

Last column: Mulliken spin population.
Element x y z (Å)
1 O -2.576 0.331 1.068  0.255
2 C -2.579 -0.440 0.047  0.507
3 C -1.654 -0.129 -1.097  0.097
4 N -0.194 -0.241 -0.762  0.084
5 C 0.430 -1.402 -0.271  0.154
6 N 1.844 -1.542 -0.845  -0.017
7 H -3.441 -1.137 -0.054  0.010
8 H -1.773 0.938 -1.313  -0.021
9 H -1.821 -0.760 -1.977  0.025
10 H 0.113 0.635 -0.360  -0.068
11 H 0.591 -1.386 0.815  0.018
12 H -0.034 -2.354 -0.535  -0.042
13 H 1.920 -2.469 -1.259  0.001
14 H 1.823 -0.905 -1.638  -0.004
15 H 1.741 3.312 2.787  -0.002
16 H 2.994 4.123 2.964  -0.001
17 O 2.618 3.424 2.430  0.005

Atomic forces in eV per Å
0.180 0.416 0.403
-0.310 -0.381 -0.125
0.194 -0.974 1.029
-0.364 0.940 -1.205
1.590 -0.643 0.487
-0.515 0.269 -0.117
0.373 0.016 -0.492
0.068 0.233 -0.463
-0.289 0.122 -0.038
0.062 -0.457 0.418
-0.301 -0.083 -0.026
-0.905 0.479 0.097
0.066 0.089 0.061
0.155 -0.018 -0.011
-0.525 -0.222 0.036
0.164 0.160 0.076
0.359 0.056 -0.128

***

# 4
The following is a quantum chemistry calculation of the molecule C3H10N2O2, from the OMol25 dataset.

Kohn-Sham gap   0.3716 Ha
LUMO energy   0.5363 eV

Last column: Mulliken charge in e.
Element x y z (Å)
1 C -0.691 1.357 0.731  -1.511
2 C -0.021 0.207 0.003  0.936
3 O -0.041 0.481 -1.509  -0.590
4 C -0.700 -1.128 0.257  -0.536
5 O -1.992 -0.993 -0.219  -0.515
6 N 1.368 0.030 0.367  -0.232
7 N 2.151 -0.959 -0.278  -0.684
8 H -0.761 1.113 1.849  0.297
9 H -0.128 2.221 0.800  0.454
10 H -1.679 1.567 0.294  0.293
11 H -0.880 0.557 -1.800  0.267
12 H -0.705 -1.353 1.321  0.318
13 H -0.084 -1.953 -0.411  0.234
14 H -1.966 -0.834 -1.254  0.319
15 H 1.865 0.962 0.169  0.311
16 H 1.805 -1.920 -0.004  0.299
17 H 1.796 -0.866 -1.204  0.340

Atomic forces in eV per Å
-0.982 -1.947 1.736
1.409 -0.450 -1.247
4.470 -0.864 3.111
1.651 -0.808 -2.675
-1.690 -0.172 -3.116
0.612 3.373 1.014
-1.046 -1.383 0.096
-0.415 -0.127 -1.546
1.378 1.857 -0.681
0.375 -0.133 0.385
-4.345 0.686 -1.407
-0.068 -0.177 -0.103
-1.624 1.712 1.962
0.019 -0.779 3.348
-0.870 -1.932 0.620
0.713 1.578 0.095
0.416 -0.435 -1.591

***

# 5
The following is a quantum chemistry calculation of a cluster of 2 separate species, C3H10N2O2 in total, from the OMol25 dataset.

Kohn-Sham gap   0.3680 Ha
LUMO energy   0.5800 eV

Last column: Mulliken charge in e.
Element x y z (Å)
1 C -0.812 -1.450 0.377  -0.927
2 N -0.274 -0.083 0.296  -0.379
3 C -1.249 0.812 -0.316  -0.325
4 C -0.800 2.253 -0.402  0.366
5 N -0.225 2.787 0.715  -0.334
6 O -1.030 2.971 -1.354  -0.611
7 H -0.717 -1.888 -0.615  0.275
8 H -1.870 -1.476 0.661  0.323
9 H -0.214 -2.037 1.034  0.381
10 H -0.015 0.249 1.212  0.223
11 H -2.217 0.829 0.215  0.286
12 H -1.461 0.493 -1.333  0.333
13 H 0.060 2.262 1.519  0.154
14 H 0.059 3.747 0.625  0.236
15 O 3.868 -3.384 -0.702  -0.638
16 H 2.914 -3.507 -0.713  0.315
17 H 3.986 -2.580 -1.218  0.322

Atomic forces in eV per Å
0.012 0.890 -0.814
-0.384 -0.199 -0.110
0.108 0.100 0.055
-0.088 0.527 0.234
0.033 -0.084 -0.078
-0.054 -0.347 -0.219
-0.153 -0.139 -0.108
0.024 -0.080 0.186
0.357 -0.441 0.654
-0.071 -0.105 0.162
0.043 -0.071 0.018
0.071 -0.081 -0.104
0.027 -0.004 -0.022
0.085 0.023 0.144
-0.122 0.110 -0.079
-0.039 -0.126 0.076
0.153 0.027 0.004

***

# 6
The following is a quantum chemistry calculation of a cluster of 2 separate species, C3H10N2O2 in total, from the OMol25 dataset.

Kohn-Sham gap   0.3862 Ha
LUMO energy   0.7227 eV

Last column: Mulliken charge in e.
Element x y z (Å)
1 C -0.987 -1.772 0.273  -0.904
2 C -1.148 -0.350 0.760  -0.684
3 N 0.010 0.521 0.668  -0.132
4 C 0.337 1.399 -0.349  0.622
5 N -0.732 1.877 -1.058  -0.506
6 O 1.506 1.674 -0.597  -0.704
7 H -0.080 -2.306 0.534  0.317
8 H -1.103 -1.714 -0.817  0.226
9 H -1.855 -2.364 0.575  0.357
10 H -1.919 0.157 0.169  0.364
11 H -1.572 -0.328 1.765  0.319
12 H 0.858 0.151 1.043  0.283
13 H -0.462 2.585 -1.715  0.267
14 H -1.331 1.199 -1.492  0.212
15 O 2.849 -0.630 0.014  -0.680
16 H 2.300 0.021 -0.423  0.335
17 H 3.329 -0.119 0.650  0.309

Atomic forces in eV per Å
-0.817 0.033 -1.146
-0.800 1.024 0.211
0.631 0.157 -0.327
-0.196 -1.639 0.289
-0.345 0.783 -0.421
-0.367 0.690 0.313
0.206 0.214 0.146
0.551 -0.399 0.008
0.142 0.037 0.276
-0.073 -0.307 0.094
0.389 0.041 0.241
0.370 -0.404 0.351
0.229 0.103 -0.263
-0.276 -0.206 0.181
-0.193 -1.187 -0.104
-0.011 0.596 -0.361
0.559 0.464 0.510

***

Computed values of E_tot (unit: eV) for the preceding records, in sequence: -8297.134 -8290.260 -10346.377 -10346.006 -10348.376 -10349.065.
Computed values of energy relative to the best compared isomer or geometry (same formula, charge and spin) (unit: kcal per mole) for the preceding records, in sequence: 100.8 77.7 38.1 80.3 25.6 9.7.